(1)
57
Properties=species:S:1:pos:R:3 method="wB97M-V/def2-TZVPD" e_above_lowest_kj_mol=10.6 e_homo_ha=-0.18021 charge=-1 orbital_gap_ev=6.93 multiplicity=1 energy_ev=-124553.10914
Ru -0.093 1.381 0.211
S -3.783 3.987 -1.646
Sb -3.243 2.607 0.022
S -1.172 3.221 1.249
S -0.080 3.648 -0.424
S -4.606 1.623 1.501
F 3.696 0.796 6.056
C 2.871 0.060 5.314
F 3.596 -0.834 4.634
F 2.048 -0.606 6.130
S 1.869 1.100 4.169
O 1.102 0.152 3.408
O 1.196 2.028 5.018
N 3.068 1.778 3.376
S 3.176 1.853 1.827
O 4.120 2.850 1.435
O 1.921 1.809 1.120
C 4.017 0.286 1.306
F 5.094 0.051 2.057
F 4.420 0.404 0.029
F 3.210 -0.771 1.381
C 4.144 1.206 -3.189
N 2.949 0.663 -2.579
C 2.558 -0.654 -2.565
C 1.447 -0.713 -1.782
N 1.155 0.547 -1.315
C 2.083 1.343 -1.810
H 4.200 0.907 -4.234
H 5.031 0.859 -2.659
H 4.104 2.290 -3.132
H 3.097 -1.415 -3.100
H 0.846 -1.569 -1.537
H 2.170 2.398 -1.608
N -1.900 1.038 -0.559
C -2.327 -0.158 -0.743
C -1.445 -1.255 -0.301
C -0.530 -0.979 0.725
C 0.305 -1.981 1.205
C 0.256 -3.247 0.642
C -0.633 -3.521 -0.392
C -1.484 -2.532 -0.858
C -3.673 -0.448 -1.288
C -4.480 -1.435 -0.725
C -5.762 -1.639 -1.203
C -6.247 -0.866 -2.252
C -5.445 0.110 -2.821
C -4.158 0.317 -2.345
H -0.617 -0.052 1.365
H 0.978 -1.756 2.017
H 0.910 -4.026 1.014
H -0.665 -4.510 -0.834
H -2.178 -2.739 -1.663
H -4.115 -2.009 0.117
H -6.395 -2.388 -0.743
H -7.255 -1.020 -2.616
H -5.820 0.724 -3.629
H -3.532 1.086 -2.779

---

(2)
41
Properties=species:S:1:pos:R:3 method="wB97M-V/def2-TZVPD" e_above_lowest_kj_mol=1106.4 e_homo_ha=-0.28497 orbital_gap_ev=7.18 multiplicity=1 energy_ev=-31233.16629
O -2.659 -2.091 1.290
C -1.746 -1.211 1.076
C -2.122 0.296 1.324
N -3.595 0.323 1.564
C -4.508 0.498 0.530
C -4.311 0.388 -0.684
C -5.187 0.293 -1.685
C -6.521 0.263 -1.413
F -7.460 0.263 -2.269
C -6.908 0.033 -0.153
C -5.851 0.189 0.945
N -0.458 -1.378 0.676
N 0.383 -0.547 0.548
C 1.544 -1.030 0.079
C 2.530 0.012 0.127
C 2.261 1.334 0.471
O 1.041 2.041 0.828
C 3.365 2.426 0.030
C 4.582 2.036 -0.311
C 4.965 0.603 -0.464
C 6.166 0.455 -0.813
C 6.419 -0.961 -1.168
C 5.543 -2.205 -1.042
C 4.270 -1.579 -0.526
C 3.891 -0.341 -0.440
H -1.977 0.998 0.582
H -1.565 0.519 2.377
H -3.943 0.191 2.471
H -3.214 0.581 -0.854
H -4.953 0.403 -2.978
H -7.940 -0.156 0.258
H -6.160 -0.056 1.949
H -0.376 -2.276 0.284
H 1.674 -1.856 0.225
H 0.522 1.312 0.805
H 3.099 3.435 0.250
H 5.396 2.784 -0.213
H 7.087 1.126 -0.996
H 7.483 -1.408 -1.274
H 5.789 -3.224 -1.062
H 3.443 -2.482 -0.347

---

(3)
40
Properties=species:S:1:pos:R:3 method="wB97M-V/def2-TZVPD" e_above_lowest_kj_mol=47.0 e_homo_ha=-0.32150 orbital_gap_ev=9.34 multiplicity=1 energy_ev=-29085.83730
O -0.931 -0.791 -1.501
C -1.134 -0.141 -0.496
N -2.167 -0.391 0.344
C -3.181 -1.384 0.048
C -4.544 -0.776 0.041
C -5.555 -0.816 0.957
C -6.599 -0.017 0.431
C -6.141 0.453 -0.759
O -4.901 0.002 -1.002
C -0.236 0.974 -0.064
C -0.700 2.105 0.600
C 0.189 3.115 0.929
C 1.533 2.991 0.633
C 2.009 1.855 -0.021
N 3.370 1.769 -0.312
C 4.174 0.670 -0.463
O 5.300 0.797 -0.896
C 3.625 -0.639 -0.012
C 3.045 -0.775 1.245
C 2.584 -2.010 1.662
C 2.696 -3.112 0.829
C 3.292 -2.984 -0.414
C 3.767 -1.754 -0.831
C 1.107 0.866 -0.398
H -2.280 0.156 1.182
H -2.929 -1.782 -0.940
H -3.150 -2.190 0.788
H -5.560 -1.354 1.883
H -7.552 0.176 0.880
H -6.585 1.091 -1.498
H -1.750 2.226 0.823
H -0.168 4.005 1.424
H 2.222 3.778 0.903
H 3.851 2.649 -0.459
H 2.963 0.082 1.898
H 2.136 -2.114 2.639
H 2.326 -4.073 1.155
H 3.389 -3.844 -1.059
H 4.240 -1.640 -1.794
H 1.424 0.005 -0.963

---

(4)
42
Properties=species:S:1:pos:R:3 method="wB97M-V/def2-TZVPD" e_above_lowest_kj_mol=100.9 e_homo_ha=-0.30571 orbital_gap_ev=8.82 multiplicity=1 energy_ev=-33181.37902
O -0.935 -2.633 -0.727
C -0.669 -1.670 -0.012
N -1.638 -0.819 0.385
C -2.855 -0.662 -0.396
C -3.364 0.787 -0.332
C -2.280 1.770 -0.016
C -2.310 2.706 0.977
N -1.120 3.377 1.035
C -0.282 2.877 0.081
C 1.040 3.193 -0.209
C 1.659 2.485 -1.215
C 0.978 1.496 -1.929
C -0.332 1.182 -1.650
C -0.981 1.865 -0.620
C -3.910 -1.687 0.087
O -4.972 -1.370 0.542
O -3.520 -2.940 -0.054
C 0.711 -1.321 0.401
C 0.994 -0.540 1.516
C 2.291 -0.130 1.805
C 3.282 -0.518 0.936
C 3.007 -1.320 -0.176
C 1.735 -1.742 -0.459
O 4.167 -1.558 -0.858
C 5.183 -0.884 -0.147
O 4.615 -0.236 0.974
H -1.387 -0.013 0.937
H -2.618 -0.944 -1.434
H -3.834 1.030 -1.288
H -4.138 0.846 0.437
H -3.110 2.943 1.653
H -0.906 4.131 1.665
H 1.560 3.964 0.339
H 2.688 2.700 -1.462
H 1.496 0.969 -2.717
H -0.843 0.422 -2.220
H -2.594 -3.007 -0.417
H 0.208 -0.261 2.201
H 2.514 0.471 2.670
H 1.509 -2.359 -1.312
H 5.940 -1.608 0.192
H 5.660 -0.138 -0.801

---

(5)
41
Properties=species:S:1:pos:R:3 method="wB97M-V/def2-TZVPD" e_above_lowest_kj_mol=38.6 e_homo_ha="-0.43538 / -0.43250" charge=+1 orbital_gap_ev="6.52 / 6.63" multiplicity=2 energy_ev=-44683.44243
Re 1.610 0.476 -0.905
C -1.326 -0.572 -0.993
N 0.055 -0.642 -1.543
C 0.332 -1.500 -2.504
C 1.622 -1.480 -3.013
C 2.320 -2.093 -4.041
C 3.597 -1.510 -4.070
C 3.640 -0.565 -3.067
N 2.440 -0.554 -2.395
C -1.491 -1.157 0.381
C -0.705 -0.736 1.448
C -0.883 -1.258 2.719
C -1.870 -2.213 2.939
C -2.671 -2.632 1.887
C -2.479 -2.107 0.613
H -1.971 -1.102 -1.695
H -1.621 0.476 -1.004
H -0.454 -2.144 -2.887
H 1.941 -2.869 -4.693
H 4.407 -1.750 -4.740
H 4.448 0.090 -2.784
H 0.040 0.038 1.314
H -0.262 -0.914 3.538
H -2.014 -2.625 3.930
H -3.443 -3.373 2.055
H -3.110 -2.442 -0.205
S 3.229 0.373 0.715
C 4.129 1.350 -0.385
N 4.640 1.977 -1.213
Te 0.688 2.835 -1.098
C -0.461 2.683 0.637
C -1.850 2.682 0.535
C -2.611 2.606 1.696
C -1.989 2.534 2.936
C -0.603 2.542 3.028
C 0.170 2.619 1.876
H -2.343 2.739 -0.429
H -3.692 2.607 1.631
H -2.588 2.479 3.836
H -0.122 2.497 3.997
H 1.251 2.635 1.950

---

(6)
43
Properties=species:S:1:pos:R:3 method="wB97M-V/def2-TZVPD" e_above_lowest_kj_mol=53.5 e_homo_ha=-0.31609 orbital_gap_ev=9.12 multiplicity=1 energy_ev=-42900.56211
O 2.967 0.257 -2.902
O -1.128 0.730 -1.229
O -4.787 -1.517 3.400
N 1.467 -3.243 -0.424
C 2.016 -0.143 -2.275
C -0.146 0.013 -1.350
C 2.655 -3.502 -0.954
C 2.072 -1.497 -1.768
C 1.072 -2.031 -1.027
C 1.941 4.430 0.908
C -2.579 -3.786 0.483
C 0.597 4.311 0.576
C 2.951 3.897 0.098
C -1.513 -3.218 -0.224
C -3.318 -3.016 1.393
C -1.940 -1.124 0.844
C 0.248 3.577 -0.564
C 2.573 3.079 -0.978
C -1.166 -1.842 -0.082
C -3.011 -1.640 1.544
C 1.260 2.917 -1.310
N 3.110 -2.440 -1.720
N -0.078 -1.280 -0.783
N 0.908 0.610 -2.026
S -4.006 -0.578 2.574
C 0.886 2.028 -2.486
C -2.800 -0.134 3.860
H 3.230 -4.426 -0.821
H 2.178 4.971 1.821
H -2.829 -4.841 0.325
H -0.221 4.715 1.158
H 3.983 4.012 0.417
H -0.931 -3.848 -0.856
H -4.165 -3.467 1.924
H -1.738 -0.075 1.032
H -0.782 3.489 -0.894
H 3.313 2.623 -1.580
H 4.032 -2.380 -2.208
H 1.546 2.171 -3.352
H -0.126 2.315 -2.879
H -3.320 0.519 4.567
H -1.972 0.430 3.404
H -2.449 -1.066 4.368

---

(7)
48
Properties=species:S:1:pos:R:3 method="wB97M-V/def2-TZVPD" e_above_lowest_kj_mol=35.6 e_homo_ha="-0.46510 / -0.46266" charge=+1 orbital_gap_ev="7.56 / 8.09" multiplicity=2 energy_ev=-91946.91241
V 0.047 -1.963 0.612
O 2.394 -5.016 -0.806
P 1.184 -4.301 -0.140
O 0.839 -4.573 1.265
O 1.415 -2.735 -0.301
O -0.030 -4.601 -1.154
P -1.528 -3.969 -0.964
O -2.024 -4.487 0.433
O -2.347 -4.156 -2.139
O -1.191 -2.440 -0.566
H 2.751 -5.753 -0.290
H -2.304 -5.412 0.462
O -1.561 -0.884 3.965
C -0.824 -0.541 3.108
O -0.252 -1.467 2.242
C -0.336 0.854 2.878
C -0.400 1.697 3.979
C 0.068 3.000 3.889
C 0.602 3.468 2.700
C 0.651 2.639 1.588
C 0.181 1.331 1.666
P 0.114 0.400 0.119
C 1.553 0.806 -0.866
C 1.442 1.595 -2.008
C 2.582 1.905 -2.735
C 3.818 1.430 -2.323
C 3.930 0.646 -1.180
C 2.798 0.330 -0.452
C -1.391 0.861 -0.738
C -2.286 1.765 -0.168
C -3.455 2.089 -0.843
C -3.726 1.512 -2.073
C -2.836 0.607 -2.641
C -1.671 0.276 -1.976
H -0.811 1.314 4.903
H 0.023 3.647 4.755
H 0.974 4.481 2.634
H 1.055 3.012 0.655
H 0.478 1.967 -2.329
H 2.503 2.517 -3.623
H 4.704 1.671 -2.895
H 4.897 0.280 -0.864
H 2.891 -0.283 0.438
H -2.079 2.217 0.794
H -4.153 2.789 -0.404
H -4.640 1.764 -2.594
H -3.057 0.151 -3.597
H -0.991 -0.443 -2.416

---

(8)
50
Properties=species:S:1:pos:R:3 method="wB97M-V/def2-TZVPD" e_above_lowest_kj_mol=39.8 e_homo_ha=-0.53287 charge=+2 orbital_gap_ev=7.64 multiplicity=1 energy_ev=-244369.16074
Zr -0.657 -0.282 0.035
O -1.346 0.116 2.100
C -2.760 0.129 2.461
C -3.557 0.416 1.204
N -3.151 -0.481 0.104
C -3.468 -1.914 0.257
C -2.210 -2.781 0.029
O -2.264 -3.932 -0.270
O -1.071 -2.127 0.267
C -3.500 0.090 -1.230
C -2.074 0.480 -1.536
O -1.550 1.401 -0.824
O -1.318 -0.410 -2.006
H -0.860 -0.118 2.905
H -2.943 0.916 3.193
H -3.021 -0.830 2.906
H -3.337 1.437 0.891
H -4.625 0.336 1.424
H -4.234 -2.244 -0.443
H -3.832 -2.127 1.263
H -4.194 0.925 -1.180
H -3.857 -0.671 -1.916
Se 5.885 3.004 -2.446
N 5.100 1.473 -2.791
C 4.038 1.384 -2.029
C 3.123 0.267 -2.030
C 3.243 -0.820 -2.904
C 2.310 -1.833 -2.860
C 1.275 -1.755 -1.938
N 1.154 -0.735 -1.091
C 2.048 0.282 -1.133
C 1.825 1.410 -0.233
N 0.765 1.345 0.614
C 0.514 2.398 1.391
C 1.274 3.559 1.371
C 2.369 3.625 0.539
C 2.671 2.527 -0.273
C 3.810 2.503 -1.160
N 4.698 3.464 -1.246
H 4.067 -0.826 -3.606
H 2.368 -2.670 -3.540
H 0.519 -2.528 -1.879
H -0.329 2.322 2.063
H 1.000 4.389 2.006
H 2.996 4.506 0.489
Br -0.957 -3.118 3.520
C 0.694 -3.301 2.582
Br 1.401 -1.568 1.957
H 0.548 -3.932 1.714
H 1.420 -3.702 3.279

---

(9)
44
Properties=species:S:1:pos:R:3 method="wB97M-V/def2-TZVPD" e_above_lowest_kj_mol=0.0 e_homo_ha="-0.51280 / -0.51430" charge=+2 orbital_gap_ev="4.74 / 5.51" multiplicity=1 energy_ev=-45552.89885
Ce -1.607 0.966 0.458
C -0.531 4.035 1.737
O -0.156 2.793 1.084
C 1.210 2.492 1.032
C 2.173 3.298 1.587
C 3.513 2.939 1.484
C 3.890 1.779 0.819
C 2.928 0.967 0.261
C 1.573 1.300 0.363
N 0.551 0.496 -0.175
N 0.955 -0.562 -0.810
C 0.139 -1.481 -1.341
C -1.336 -1.474 -1.357
O -2.035 -0.420 -1.040
C -2.011 -2.633 -1.738
C -1.335 -3.743 -2.171
C 0.080 -3.764 -2.305
C 0.729 -4.886 -2.829
C 2.101 -4.879 -3.012
C 2.836 -3.749 -2.661
C 2.212 -2.639 -2.115
C 0.825 -2.627 -1.925
H -0.233 4.021 2.782
H -1.612 4.107 1.668
H -0.083 4.879 1.224
H 1.914 4.211 2.104
H 4.262 3.581 1.929
H 4.936 1.509 0.742
H 3.198 0.057 -0.252
H -3.092 -2.611 -1.695
H -1.891 -4.630 -2.454
H 0.142 -5.759 -3.092
H 2.599 -5.743 -3.432
H 3.907 -3.737 -2.821
H 2.792 -1.768 -1.849
N -3.831 2.003 0.950
C -3.900 1.858 2.451
C -3.139 0.635 3.037
O -3.450 0.250 4.110
O -2.145 0.152 2.270
H -4.190 2.919 0.703
H -4.503 1.346 0.559
H -4.921 1.770 2.802
H -3.464 2.740 2.916

---

(10)
47
Properties=species:S:1:pos:R:3 method="wB97M-V/def2-TZVPD" e_above_lowest_kj_mol=0.0 e_homo_ha=0.00068 charge=-2 orbital_gap_ev=4.42 multiplicity=1 energy_ev=-105095.15294
Pd -0.874 -1.282 1.093
Cl 1.890 -1.014 3.123
C 0.530 -1.952 3.755
C -0.594 -2.107 2.948
C -1.599 -2.875 3.545
Cl -3.105 -3.140 2.656
C -1.512 -3.445 4.809
Cl -2.799 -4.407 5.484
C -0.359 -3.246 5.569
Cl -0.211 -3.945 7.154
C 0.673 -2.482 5.032
Cl 2.105 -2.213 5.989
C 1.833 5.388 0.490
O 1.142 5.217 -0.723
C 0.359 4.084 -0.826
C -0.174 3.853 -2.117
C -0.941 2.730 -2.289
C -1.248 1.811 -1.265
C -2.013 0.621 -1.592
C -2.386 0.362 -3.057
O -2.361 -0.236 -0.786
C -0.753 2.064 0.080
O -0.987 1.378 1.092
C 0.102 3.242 0.211
H 2.509 6.231 0.344
H 2.408 4.496 0.752
H 1.149 5.612 1.316
H 0.042 4.542 -2.922
H -1.333 2.543 -3.282
H -1.499 0.304 -3.692
H -3.032 1.143 -3.466
H -2.911 -0.590 -3.084
H 0.491 3.403 1.207
O 0.930 -3.670 -0.288
S 0.081 -2.480 -0.653
C 0.113 -2.657 -2.552
C 1.128 -1.685 -3.146
C 2.138 -1.395 -2.035
C 1.272 -1.092 -0.828
H -0.901 -2.532 -2.935
H 0.424 -3.695 -2.665
H 0.636 -0.749 -3.427
H 1.602 -2.088 -4.047
H 2.804 -0.564 -2.280
H 2.747 -2.281 -1.833
H 0.697 -0.174 -0.983
H 1.786 -1.029 0.129